Entry from the OMol25 dataset: a molecular structure, C31H27CuFGeN4S2 (ωB97M-V/def2-TZVPD).

Calculated total energy (eV): -164085.3030
Gap between HOMO and LUMO (Ha): 0.2842
Energy relative to the best compared isomer or geometry (same formula, charge and spin) (kJ/mol): 0.0
E_HOMO (eV): -10.801
LUMO (eV): -3.07

Geometry as ORCA input:
```
! wB97M-V def2-TZVPD RIJCOSX def2/J DEFGRID3
* xyz 1 1
Cu 0.94 -0.16 0.19
N 1.65 3.20 1.34
C 2.48 2.65 0.42
N 2.31 1.45 -0.08
C 3.37 1.11 -0.90
C 4.33 2.06 -1.04
S 3.91 3.45 -0.11
C 3.33 -0.22 -1.51
C 4.26 -0.82 -2.29
S 3.70 -2.38 -2.78
C 2.25 -2.12 -1.89
N 2.20 -0.97 -1.27
N 1.23 -3.00 -1.89
H 0.69 2.86 1.33
H 1.73 4.18 1.52
H 5.24 2.02 -1.61
H 5.22 -0.45 -2.60
H 1.37 -3.94 -2.20
H 0.46 -2.82 -1.27
F 5.36 -2.93 2.06
C 4.11 -2.43 2.05
C 3.06 -3.28 1.74
C 1.78 -2.77 1.71
C 1.54 -1.42 2.00
C 0.17 -0.85 1.86
C 2.62 -0.60 2.35
C 3.92 -1.10 2.37
H 3.26 -4.32 1.53
H 0.95 -3.41 1.47
H -0.05 -0.04 2.55
H -0.60 -1.61 1.90
H 2.45 0.44 2.60
H 4.76 -0.48 2.63
C -1.53 4.84 0.98
C -1.68 3.93 2.02
C -1.66 2.57 1.76
C -1.48 2.10 0.45
C -1.32 3.03 -0.58
C -1.35 4.39 -0.31
Ge -1.40 0.19 0.04
C -1.64 -0.12 -1.87
C -2.94 -0.40 -2.30
C -3.22 -0.57 -3.64
C -2.21 -0.46 -4.58
C -0.91 -0.18 -4.17
C -0.64 -0.01 -2.83
C -2.81 -0.81 0.94
C -3.83 -0.20 1.66
C -4.86 -0.96 2.22
C -4.88 -2.33 2.05
C -3.88 -2.95 1.31
C -2.86 -2.19 0.77
H -1.57 5.90 1.19
H -1.83 4.28 3.03
H -1.76 1.87 2.58
H -1.20 2.69 -1.60
H -1.23 5.10 -1.12
H -3.75 -0.50 -1.58
H -4.23 -0.79 -3.96
H -2.43 -0.60 -5.63
H -0.12 -0.10 -4.90
H 0.38 0.22 -2.52
H -3.85 0.87 1.79
H -5.64 -0.47 2.78
H -5.68 -2.92 2.48
H -3.90 -4.02 1.17
H -2.09 -2.70 0.19
*
```

---

Entry from the OMol25 dataset: a molecular structure, C31H28AsN4O2SSn (ωB97M-V/def2-TZVPD).

Calculated total energy (eV): -120158.8894
Gap between HOMO and LUMO (Ha): 0.2648
Energy relative to the best compared isomer or geometry (same formula, charge and spin) (kJ/mol): 18.8
E_HOMO (eV): -10.618
LUMO (eV): -3.41

Geometry as ORCA input:
```
! wB97M-V def2-TZVPD RIJCOSX def2/J DEFGRID3
* xyz 1 1
Sn -0.27 0.13 -1.04
C 4.11 -0.48 0.06
C 4.54 0.77 0.48
C 3.66 1.85 0.42
C 2.37 1.65 -0.03
N 1.96 0.43 -0.42
C 2.81 -0.60 -0.38
C 1.36 2.73 -0.14
C 1.63 4.05 0.19
C 0.63 5.00 0.06
C -0.61 4.61 -0.41
C -0.81 3.28 -0.73
N 0.16 2.37 -0.60
H 4.76 -1.34 0.09
H 5.55 0.92 0.84
H 3.99 2.83 0.73
H 2.42 -1.56 -0.72
H 2.60 4.34 0.56
H 0.82 6.03 0.33
H -1.42 5.32 -0.53
H -1.76 2.93 -1.10
S -3.44 0.79 -1.65
C -3.81 1.14 -0.12
N -4.12 1.45 0.97
N -3.10 1.03 3.33
C -2.14 0.02 2.87
C -1.21 0.68 1.87
O -0.88 1.84 2.00
O -0.79 -0.13 0.93
H -3.86 1.36 2.04
H -2.60 1.84 3.66
H -3.67 0.67 4.09
H -2.67 -0.80 2.38
H -1.53 -0.41 3.67
C 0.18 -7.41 -1.75
C 0.04 -7.26 -0.38
C -0.02 -5.99 0.17
C 0.06 -4.87 -0.65
C 0.20 -5.03 -2.02
C 0.26 -6.30 -2.58
As -0.03 -3.06 0.06
C 1.42 -3.08 1.35
C 1.43 -2.15 2.39
C 2.54 -2.02 3.21
C 3.66 -2.81 2.99
C 3.66 -3.73 1.95
C 2.55 -3.87 1.14
C -1.61 -3.18 1.19
C -1.58 -3.60 2.51
C -2.76 -3.67 3.24
C -3.97 -3.33 2.66
C -4.00 -2.91 1.33
C -2.83 -2.83 0.60
H 0.22 -8.41 -2.18
H -0.03 -8.13 0.26
H -0.14 -5.87 1.24
H 0.26 -4.16 -2.67
H 0.36 -6.42 -3.65
H 0.56 -1.52 2.56
H 2.53 -1.31 4.03
H 4.53 -2.72 3.64
H 4.53 -4.36 1.79
H 2.55 -4.60 0.34
H -0.64 -3.87 2.98
H -2.73 -4.00 4.27
H -4.89 -3.39 3.23
H -4.94 -2.64 0.87
H -2.86 -2.48 -0.43
*
```